C2H2Br3F as an isolated structure. Source: the Open Molecules 2025 dataset; level of theory: ωB97M-V/def2-TZVPD.

```
8
Properties=species:S:1:pos:R:3
C -0.819 -0.235 0.084
C 0.564 0.252 -0.235
F 0.775 0.466 -1.498
Br -2.115 1.260 0.165
Br 2.075 -1.699 0.277
Br 1.274 1.567 0.891
H -0.653 -0.809 1.133
H -1.101 -0.803 -0.817
```

The spin multiplicity is 1. Its net charge is 0. The value obtained for the LUMO energy (spin up / spin down) is -0.0664 / -0.0664 hartree. The relative energy (zero: lowest compared OMol25 entry of this formula, charge and spin) comes out at 0.9596 eV. The gap between HOMO and LUMO (spin up / spin down) is 8.21 / 8.21 eV. The calculation puts the highest occupied orbital energy (spin up / spin down) at -10.02 / -10.02 eV.

---

A 2-piece molecular cluster, C2H2Br3NO2 overall. Source: the Open Molecules 2025 dataset; level of theory: ωB97M-V/def2-TZVPD.

```
10
Properties=species:S:1:pos:R:3
C -1.296 1.131 0.986
C 1.818 -1.547 -0.013
N -0.233 1.274 0.370
O 0.171 1.378 -0.769
O 1.622 -0.729 0.791
Br -3.082 1.025 0.029
Br 0.527 -3.001 -0.150
Br -0.799 0.955 -2.468
H -1.440 1.300 2.042
H 2.712 -1.786 -0.817
```

Its SMILES is Br/C=N\OBr.O=CBr. The spin multiplicity is 1. Its net charge is 0. The value obtained for the LUMO energy is -0.0632 hartree. The relative energy (zero: lowest compared OMol25 entry of this formula, charge and spin) comes out at 0.9569 eV. The gap between HOMO and LUMO is 8.16 eV. The calculation puts the highest occupied orbital energy at -9.88 eV.

---

C2H2Br3NO2 as an isolated structure. Source: the Open Molecules 2025 dataset; level of theory: ωB97M-V/def2-TZVPD.

```
10
Properties=species:S:1:pos:R:3
C 0.188 0.218 0.200
C 1.928 0.116 -0.020
N -0.196 1.703 -0.080
O 0.260 2.290 -1.008
O -0.934 2.163 0.804
Br 2.432 -1.679 -0.192
Br 2.546 1.074 -1.480
Br 2.694 0.804 1.616
H -0.089 0.074 1.327
H -0.303 -0.348 -0.651
```

The spin multiplicity is 1. Its net charge is 0. The value obtained for the LUMO energy is -0.0062 hartree. The relative energy (zero: lowest compared OMol25 entry of this formula, charge and spin) comes out at 0.6770 eV. The gap between HOMO and LUMO is 10.02 eV. The calculation puts the highest occupied orbital energy at -10.19 eV.

---

C2H2Br4O2 as an isolated structure. Source: the Open Molecules 2025 dataset; level of theory: ωB97M-V/def2-TZVPD.

```
10
Properties=species:S:1:pos:R:3
C 1.675 0.284 0.277
C -1.922 -0.147 -0.629
O 0.604 -0.218 1.120
O -0.267 0.760 1.285
Br 2.812 -1.228 0.087
Br 1.011 0.734 -1.579
Br -1.223 -1.762 -1.116
Br -3.694 -0.093 -0.030
H 2.280 1.105 0.678
H -1.276 0.563 -0.093
```

The spin multiplicity is 1. Its net charge is 0. The value obtained for the LUMO energy (spin up / spin down) is -0.0763 / -0.0229 hartree. The relative energy (zero: lowest compared OMol25 entry of this formula, charge and spin) comes out at 2.5774 eV. The gap between HOMO and LUMO (spin up / spin down) is 6.27 / 9.63 eV. The calculation puts the highest occupied orbital energy (spin up / spin down) at -8.34 / -10.26 eV.

---

A 2-piece molecular cluster, C2H2BrCl3 overall. Source: the Open Molecules 2025 dataset; level of theory: ωB97M-V/def2-TZVPD.

```
8
Properties=species:S:1:pos:R:3
C -1.363 -0.147 0.066
C 1.149 -0.072 0.058
Cl -1.711 1.419 -0.306
Cl 0.980 0.745 -1.523
Cl 1.692 1.017 1.395
Br 1.820 -1.784 0.020
H -1.316 -0.372 1.131
H -1.252 -0.805 -0.840
```

The spin multiplicity is 1. Its net charge is 0. The value obtained for the LUMO energy (spin up / spin down) is -0.0072 / -0.0282 hartree. The relative energy (zero: lowest compared OMol25 entry of this formula, charge and spin) comes out at 3.3728 eV. The gap between HOMO and LUMO (spin up / spin down) is 8.39 / 7.59 eV. The calculation puts the highest occupied orbital energy (spin up / spin down) at -8.59 / -8.36 eV.

---

A 2-piece molecular cluster, C2H2BrCl3 overall. Source: the Open Molecules 2025 dataset; level of theory: ωB97M-V/def2-TZVPD.

```
8
Properties=species:S:1:pos:R:3
C -0.910 -0.175 -0.118
C 0.581 -0.138 0.304
Cl -1.751 1.438 0.315
Cl 1.863 1.128 -1.573
Cl 1.158 0.717 1.580
Br 1.290 -1.807 -0.054
H -1.350 -0.779 0.672
H -0.880 -0.384 -1.126
```

The spin multiplicity is 1. Its net charge is 0. The value obtained for the LUMO energy (spin up / spin down) is -0.0790 / -0.0789 hartree. The relative energy (zero: lowest compared OMol25 entry of this formula, charge and spin) comes out at 2.1664 eV. The gap between HOMO and LUMO (spin up / spin down) is 7.69 / 7.70 eV. The calculation puts the highest occupied orbital energy (spin up / spin down) at -9.84 / -9.85 eV.

---

A single C2H2BrCl3 molecule. Source: the Open Molecules 2025 dataset; level of theory: ωB97M-V/def2-TZVPD.

```
8
Properties=species:S:1:pos:R:3
C 0.535 0.557 0.694
C -0.908 0.123 0.247
Cl 0.566 2.276 1.265
Cl 1.010 -0.486 2.014
Cl -2.028 0.098 1.764
Br -1.719 1.432 -1.016
H 1.054 0.609 -0.158
H -1.061 -0.878 -0.115
```

The spin multiplicity is 3. Its net charge is 0. The value obtained for the LUMO energy (spin up / spin down) is 0.0209 / -0.1662 hartree. The relative energy (zero: lowest compared OMol25 entry of this formula, charge and spin) comes out at 2.2174 eV. The gap between HOMO and LUMO (spin up / spin down) is 6.50 / 6.31 eV. The calculation puts the highest occupied orbital energy (spin up / spin down) at -5.94 / -10.83 eV.

---

A single C2H2BrF molecule. Source: the Open Molecules 2025 dataset; level of theory: ωB97M-V/def2-TZVPD.

```
6
Properties=species:S:1:pos:R:3
C 0.700 -0.003 -0.779
C -0.305 -0.056 0.710
F -0.301 -1.183 1.352
Br -1.637 1.176 0.948
H 0.394 0.927 -1.181
H 1.148 -0.860 -1.049
```

Its SMILES is C=C(F)Br. The spin multiplicity is 1. Its net charge is 0. The value obtained for the LUMO energy (spin up / spin down) is -0.0026 / 0.0099 hartree. The relative energy (zero: lowest compared OMol25 entry of this formula, charge and spin) comes out at 3.3065 eV. The gap between HOMO and LUMO (spin up / spin down) is 8.14 / 9.27 eV. The calculation puts the highest occupied orbital energy (spin up / spin down) at -8.21 / -9.00 eV.

---

C2H2BrF2I as an isolated structure. Source: the Open Molecules 2025 dataset; level of theory: ωB97M-V/def2-TZVPD.

```
8
Properties=species:S:1:pos:R:3
C -0.986 0.571 0.587
C 1.146 -0.563 -1.168
F -1.662 -0.219 -0.169
F -0.750 0.051 1.726
Br 0.924 -2.208 -0.403
I 3.126 0.081 -1.243
H -0.072 0.914 -0.054
H -1.725 1.372 0.724
```

The spin multiplicity is 1. Its net charge is 0. The value obtained for the LUMO energy is -0.0546 hartree. The relative energy (zero: lowest compared OMol25 entry of this formula, charge and spin) comes out at 3.6273 eV. The gap between HOMO and LUMO is 7.52 eV. The calculation puts the highest occupied orbital energy at -9.01 eV.

---

C2H2BrF2I as an isolated structure. Source: the Open Molecules 2025 dataset; level of theory: ωB97M-V/def2-TZVPD.

```
8
Properties=species:S:1:pos:R:3
C -1.679 0.154 -0.026
C 2.150 -0.211 -0.497
F 2.602 -0.858 0.576
F 2.896 0.824 -0.590
Br -1.793 -1.544 0.858
I 0.100 1.344 0.489
H -1.654 -0.301 -1.105
H -2.621 0.594 0.294
```

The spin multiplicity is 3. Its net charge is 0. The value obtained for the LUMO energy (spin up / spin down) is -0.0269 / -0.1344 hartree. The relative energy (zero: lowest compared OMol25 entry of this formula, charge and spin) comes out at 2.1858 eV. The gap between HOMO and LUMO (spin up / spin down) is 5.23 / 6.15 eV. The calculation puts the highest occupied orbital energy (spin up / spin down) at -5.96 / -9.80 eV.

---

C2H2BrF2NO as an isolated structure. Source: the Open Molecules 2025 dataset; level of theory: ωB97M-V/def2-TZVPD.

```
9
Properties=species:S:1:pos:R:3
C -1.588 -0.973 -0.006
C 1.258 1.267 -0.350
N -2.469 -0.191 0.075
O -0.659 -1.586 -0.354
F 2.363 1.859 -0.790
F 1.004 1.694 0.905
Br 2.250 -0.993 0.074
H 0.904 -1.172 -0.383
H -3.065 0.096 0.828
```

The spin multiplicity is 1. Its net charge is 0. The value obtained for the LUMO energy is 0.0159 hartree. The relative energy (zero: lowest compared OMol25 entry of this formula, charge and spin) comes out at 3.2855 eV. The gap between HOMO and LUMO is 9.83 eV. The calculation puts the highest occupied orbital energy at -9.39 eV.

---

A single C2H2BrIO molecule. Source: the Open Molecules 2025 dataset; level of theory: ωB97M-V/def2-TZVPD.

```
7
Properties=species:S:1:pos:R:3
C 0.432 0.629 -0.047
C -0.566 -0.374 0.107
O 0.504 1.804 0.027
Br -2.299 0.219 -0.434
I 2.670 -0.561 -0.347
H -0.423 -0.446 1.188
H -0.318 -1.270 -0.494
```

Its SMILES is O=C(I)CBr. The spin multiplicity is 1. Its net charge is 0. The value obtained for the LUMO energy is -0.0366 hartree. The relative energy (zero: lowest compared OMol25 entry of this formula, charge and spin) comes out at 0.4307 eV. The gap between HOMO and LUMO is 8.50 eV. The calculation puts the highest occupied orbital energy at -9.49 eV.

---

Result set for total energy: -214949.7172, -217814.1581, -217814.4381, -286364.5591, -109712.5708, -109713.7773, -109710.5484, -74861.8477, -85680.3496, -85677.7491, -81118.5578, -82296.0644 eV, one per record in the order listed.